one) 63
Properties=species:S:1:pos:R:3 method="wB97M-V/def2-TZVPD" lumo_ev="-3.4 / -2.9" homo_ev="-12.15 / -11.88" s_squared=0.7550 charge=+1 spin_multiplicity=2
Cr -0.0369 -1.0974 -0.0392
O -1.6676 -2.2461 -0.1265
C -1.8418 -2.7639 -1.4600
C -0.5551 -3.4754 -1.8077
N 0.5988 -2.6021 -1.4786
C 1.7360 -3.3224 -0.8477
C 2.1461 -2.5773 0.4112
O 3.2908 -2.4022 0.7594
O 1.1049 -2.1034 1.0656
C 1.1080 -1.8089 -2.6226
C 1.9041 -0.6704 -2.0062
O 3.0182 -0.3223 -2.3260
O 1.2547 -0.1062 -1.0137
H -2.4362 -1.6298 0.1295
H -2.0416 -1.9350 -2.1446
H -2.6830 -3.4563 -1.4784
H -0.5457 -3.7694 -2.8596
H -0.4807 -4.3759 -1.2015
H 2.5801 -3.4182 -1.5291
H 1.4252 -4.3200 -0.5391
H 0.2712 -1.3663 -3.1641
H 1.7189 -2.4099 -3.2965
N 3.5717 0.8484 0.4545
C 2.4730 0.7564 1.4809
C 1.3640 1.7455 1.1782
C 0.1634 1.3990 2.0569
N -0.3926 0.0325 1.7517
C 0.5851 1.5212 3.5258
C 1.8216 0.6722 3.8748
N 1.4506 -0.7554 3.8631
C 2.9814 0.9404 2.9000
H 3.1969 0.6737 -0.4984
H 4.2727 0.1221 0.6219
H 4.0317 1.7590 0.4621
H 2.1130 -0.2603 1.3696
H 1.0892 1.7575 0.1292
H 1.6886 2.7577 1.4445
H -0.6223 2.1232 1.8419
H -1.4037 0.0793 1.8627
H -0.0379 -0.5919 2.4888
H -0.2337 1.2293 4.1869
H 0.7997 2.5737 3.7285
H 2.1549 0.9671 4.8721
H 1.3341 -1.1216 4.7973
H 2.1207 -1.3410 3.3786
H 3.8042 0.2572 3.1286
H 3.3421 1.9644 3.0378
O -3.2113 -0.3131 0.3000
C -2.6770 0.4257 -0.5480
N -1.3834 0.3195 -0.9148
S -1.0077 1.4113 -2.1193
O -0.6635 0.6865 -3.3116
O -0.0996 2.4132 -1.6398
C -2.6261 2.0963 -2.2252
C -3.0939 3.0921 -3.0565
C -4.4264 3.4585 -2.9044
C -5.2405 2.8455 -1.9541
C -4.7478 1.8439 -1.1281
C -3.4215 1.4809 -1.2808
H -2.4569 3.5644 -3.7915
H -4.8394 4.2338 -3.5354
H -6.2727 3.1552 -1.8626
H -5.3693 1.3551 -0.3903

two) 63
Properties=species:S:1:pos:R:3 method="wB97M-V/def2-TZVPD" lumo_ev="-3.6 / -3.0" homo_ev="-12.19 / -12.10" s_squared=0.7581 charge=+1 spin_multiplicity=2
Cr -0.0419 -0.9685 0.6549
O 1.5080 -2.5445 0.7135
C 1.8639 -2.7539 2.1004
C 0.5819 -2.8136 2.8846
N -0.1918 -1.5643 2.6859
C 0.3604 -0.4855 3.5406
C 1.2073 0.4790 2.7159
O 1.9107 1.3086 3.2203
O 1.1062 0.3032 1.3973
C -1.6274 -1.8900 2.8448
C -2.0820 -2.6142 1.5721
O -3.0177 -3.3589 1.5572
O -1.3217 -2.3302 0.5070
H 1.0722 -3.3497 0.3986
H 2.4490 -3.6666 2.2069
H 2.4837 -1.9026 2.3784
H -0.0143 -3.6534 2.5222
H 0.7707 -2.9790 3.9480
H -0.4397 0.0903 3.9900
H 0.9823 -0.8965 4.3371
H -1.8149 -2.5196 3.7162
H -2.1927 -0.9697 2.9521
N 1.6133 1.9515 -1.2412
C 2.0297 1.6498 -2.6525
C 1.0833 0.6375 -3.2972
C 1.2101 -0.8097 -2.8160
N 0.3761 -1.1375 -1.6025
C 2.6814 -1.2342 -2.7258
C 3.6553 -0.2432 -2.0913
N 3.4410 -0.1768 -0.6439
C 3.4765 1.1572 -2.6906
H 0.5862 2.0507 -1.1816
H 2.0358 2.8127 -0.8977
H 1.9598 1.1838 -0.6193
H 1.9441 2.5899 -3.1969
H 1.3380 0.6365 -4.3594
H 0.0508 0.9765 -3.2276
H 0.7773 -1.4232 -3.6105
H 0.4182 -2.1543 -1.5430
H -0.5963 -0.9792 -1.8896
H 3.0161 -1.3908 -3.7542
H 2.7649 -2.2070 -2.2315
H 4.6677 -0.5875 -2.3276
H 4.2155 0.2836 -0.1765
H 3.3454 -1.1019 -0.2432
H 3.7794 1.1329 -3.7395
H 4.1422 1.8688 -2.1940
O -1.7801 1.2299 2.5875
C -2.1186 1.2030 1.4243
N -1.4758 0.4762 0.4325
S -2.0131 0.9623 -1.0413
O -2.3266 -0.1630 -1.8811
O -1.0613 1.9100 -1.6021
C -3.4080 1.8527 -0.4798
C -4.4350 2.4316 -1.1944
C -5.3721 3.1508 -0.4616
C -5.2567 3.2868 0.9196
C -4.2066 2.6986 1.6140
C -3.2843 1.9692 0.8883
H -4.5143 2.3270 -2.2675
H -6.2045 3.6126 -0.9749
H -6.0016 3.8563 1.4587
H -4.1054 2.7898 2.6868

What are the relative energies? In eV: one) 0.000; two) 0.765.